{"formula": "C30H28ClGeN3O8PtS", "method": "ωB97M-V with the def2-TZVPD basis set", "symbols": ["Pt", "O", "C", "O", "C", "C", "Cl", "N", "N", "C", "C", "O", "O", "C", "C", "C", "C", "C", "C", "H", "H", "H", "H", "H", "H", "C", "C", "O", "C", "C", "C", "C", "C", "C", "H", "H", "H", "H", "H", "H", "H", "H", "O", "C", "N", "S", "O", "O", "C", "C", "C", "C", "C", "C", "H", "H", "H", "H", "C", "Ge", "C", "C", "C", "H", "H", "H", "H", "H", "H", "H", "H", "H", "H"], "coordinates": [[0.018, 1.085, -0.289], [-3.036, 5.385, -2.716], [-3.194, 4.299, -3.431], [-3.852, 4.278, -4.454], [-2.531, 3.063, -2.921], [-2.624, 1.807, -3.487], [-3.599, 1.267, -4.778], [-1.893, 0.933, -2.755], [-1.302, 1.592, -1.738], [-1.696, 2.858, -1.799], [-1.267, 3.766, -0.664], [-1.582, 4.985, -0.762], [-0.669, 3.219, 0.277], [-1.892, -0.497, -2.887], [-1.519, -1.077, -4.080], [-1.582, -2.462, -4.194], [-2.046, -3.225, -3.138], [-2.474, -2.611, -1.962], [-2.390, -1.241, -1.825], [-2.451, 5.221, -1.853], [-1.132, -0.471, -4.886], [-1.248, -2.936, -5.108], [-2.082, -4.304, -3.228], [-2.824, -3.207, -1.128], [-2.659, -0.743, -0.904], [-3.275, 0.412, 3.403], [-2.560, -0.322, 2.297], [-2.823, -0.117, 1.140], [-1.488, -1.310, 2.663], [-1.289, -1.731, 3.975], [-0.232, -2.577, 4.280], [0.638, -2.982, 3.277], [0.442, -2.564, 1.967], [-0.630, -1.741, 1.654], [-3.894, 1.185, 2.955], [-2.548, 0.864, 4.075], [-3.903, -0.280, 3.973], [-1.942, -1.378, 4.763], [-0.070, -2.892, 5.305], [1.488, -3.610, 3.521], [1.142, -2.832, 1.186], [-0.759, -1.367, 0.643], [-0.411, 1.416, 2.867], [0.690, 0.964, 2.600], [1.201, 0.733, 1.365], [2.762, 0.189, 1.404], [2.961, -1.153, 0.937], [3.663, 1.209, 0.939], [2.841, 0.119, 3.172], [3.871, -0.345, 3.968], [3.661, -0.328, 5.342], [2.462, 0.137, 5.880], [1.442, 0.594, 5.055], [1.656, 0.572, 3.690], [4.792, -0.713, 3.536], [4.438, -0.688, 6.007], [2.324, 0.131, 6.955], [0.497, 0.950, 5.445], [3.822, 0.552, -2.312], [1.952, -0.119, -2.635], [2.319, -1.748, -3.727], [1.284, 1.244, -3.928], [0.748, -0.513, -1.268], [4.304, 0.838, -3.255], [4.422, -0.226, -1.831], [3.806, 1.415, -1.645], [3.001, -1.525, -4.555], [1.385, -2.149, -4.126], [2.780, -2.515, -3.099], [2.053, 1.493, -4.665], [1.007, 2.159, -3.398], [0.402, 0.884, -4.464], [1.091, -1.318, -0.620]], "mulliken_charge": [1.268, -0.612, 0.516, -0.665, -0.177, 0.125, -0.178, 0.713, -0.590, 0.831, 0.639, -0.919, -0.536, 0.027, -0.226, -0.688, -0.612, -0.425, -0.295, 0.435, 0.242, 0.418, 0.355, 0.378, 0.519, -1.608, 0.678, -0.489, 0.147, -0.226, -0.806, -0.573, -0.899, 0.438, 0.357, 0.337, 0.388, 0.380, 0.390, 0.407, 0.403, 0.297, -0.687, 0.487, -0.271, 1.372, -0.579, -0.763, 0.187, -0.733, -0.513, -0.551, -0.452, 0.027, 0.460, 0.376, 0.379, 0.437, -1.506, -0.078, -1.212, -1.251, -0.557, 0.438, 0.332, 0.354, 0.375, 0.202, 0.361, 0.520, 0.254, 0.207, 0.222], "e_above_lowest_ev": 0.000, "gap_ev": 3.74, "energy_ha": -4980.86332, "total_charge": -2}